1.
Density functional theory data (ωB97M-V/def2-TZVPD) for C30H39FGeN4OPtS as an isolated structure.

Results
E (a.u.): -4155.132085
Strongest force on any atom (eV/Å): 1.04
Energy relative to the best compared isomer or geometry (same formula, charge and spin) (kJ/mol): 0.0
Highest occupied orbital energy (hartree): -0.2630
Gap between HOMO and LUMO (eV): 6.80

Positions of all 78 atoms, in Å:
Pt  -1.4434  -0.0578  -0.1680
Ge  -0.2890  2.5377  1.9852
S  -2.0399  1.6635  -1.5059
F  -2.4370  -1.5298  -1.9186
O  -1.4882  -1.8664  0.7571
N  0.1366  -0.7012  -1.2818
N  -3.7202  1.6572  0.6411
N  -3.0456  0.4724  0.9292
N  -3.8721  3.4343  -0.7786
C  -1.3635  -2.1591  -2.5151
C  -1.7957  2.9596  3.1587
C  -3.0635  -1.4660  4.0301
C  1.0067  1.3182  -3.2158
C  1.3567  2.6137  3.0483
C  -1.6420  -3.3872  4.0086
C  1.6186  0.8169  -4.5289
C  2.5685  -3.1151  0.2213
C  1.8492  0.8771  -2.0334
C  0.6964  -3.3404  -3.8383
C  0.8182  2.8337  -3.2849
C  -0.2658  0.6757  1.3523
C  2.3173  -0.6497  -0.1852
C  -1.2759  -3.1423  2.7070
C  0.9528  -2.3182  -2.9390
C  -2.5378  -2.5504  4.6868
C  -1.8011  -2.0352  2.0130
C  1.4458  -0.1570  -1.1732
C  -3.3061  -0.0191  2.0962
C  3.5685  -0.0594  -0.0417
C  -0.0770  -1.6943  -2.2083
C  2.2900  -1.5797  2.1774
C  1.9241  -1.8134  0.7093
C  -0.5947  -3.7892  -4.0731
C  -2.7166  -1.1827  2.6960
C  3.9566  0.9943  -0.8528
C  -0.1709  3.8241  0.5243
C  3.1041  1.4488  -1.8438
C  -3.3103  2.2452  -0.4387
C  -1.6399  -3.1709  -3.3986
H  0.8417  -1.9319  0.6390
H  2.2190  2.3405  2.4380
H  0.1079  3.0847  -4.0752
H  3.6563  -3.0129  0.1835
H  0.1641  4.7866  0.9150
H  -2.6727  -3.4548  -3.5529
H  -4.0345  0.5415  2.6758
H  -1.6070  3.9211  3.6390
H  -1.1346  3.9638  0.0391
H  -0.4695  0.0032  2.1861
H  1.3099  1.9330  3.8992
H  1.9755  -0.5960  2.5314
H  -0.5887  -3.7880  2.1761
H  1.7570  3.3415  -3.5159
H  3.3670  -1.6634  2.3403
H  -2.8067  -2.7566  5.7132
H  -4.7500  3.6712  -0.3480
H  1.8075  -2.3320  2.8051
H  0.4298  3.2379  -2.3501
H  -2.7282  3.0246  2.5995
H  -1.2287  -4.2478  4.5203
H  -3.7569  -0.8032  4.5353
H  1.9713  -1.9925  -2.7770
H  4.9293  1.4519  -0.7213
H  0.0223  0.8556  -3.1133
H  0.5483  3.4821  -0.2198
H  0.7471  0.4813  1.0013
H  1.6999  -0.2685  -4.5494
H  -0.7920  -4.5919  -4.7694
H  1.5056  3.6264  3.4253
H  4.2473  -0.4256  0.7188
H  -1.9041  2.2082  3.9436
H  2.3306  -3.9345  0.9037
H  1.0000  1.1243  -5.3747
H  2.2168  -3.3910  -0.7720
H  2.6176  1.2370  -4.6703
H  3.4244  2.2534  -2.4951
H  1.5299  -3.7920  -4.3620
H  -3.6667  3.8248  -1.6801

=====

2.
Density functional theory data (ωB97M-V/def2-TZVPD) for a 2-piece molecular cluster, C3H6N2 overall.

Results
E (a.u.): -227.365070
Strongest force on any atom (eV/Å): 1.28
Energy relative to the best compared isomer or geometry (same formula, charge and spin) (kJ/mol): 156.9
Highest occupied orbital energy (hartree): -0.3969
Gap between HOMO and LUMO (eV): 11.64

Positions of all 11 atoms, in Å:
N  -2.3091  1.4477  -0.4635
N  -0.7770  -0.6360  0.5439
C  -2.4425  2.4827  -1.0000
C  0.2375  -0.3472  -0.1651
C  1.6781  -0.6054  0.1468
H  1.8070  -1.0747  1.1271
H  2.2197  0.3469  0.1341
H  0.0336  0.1813  -1.1038
H  2.1296  -1.2414  -0.6219
H  -0.5236  -1.1171  1.4092
H  -2.0533  0.5631  -0.0068

=====

3.
Density functional theory data (ωB97M-V/def2-TZVPD) for one molecule with the formula C22H32O5.

Results
E (a.u.): -1233.691857
Strongest force on any atom (eV/Å): 0.95
Energy relative to the best compared isomer or geometry (same formula, charge and spin) (kJ/mol): 10.3
SMILES string: COCCOC(=O)/C(=C\c1cc(C(C)(C)C)c(O)c(C(C)(C)C)c1)C(C)=O
Highest occupied orbital energy (hartree): -0.3047
Gap between HOMO and LUMO (eV): 8.27

Positions of all 59 atoms, in Å:
O  -2.2499  -1.4009  0.7097
O  2.8929  0.5509  -0.9273
O  -0.2662  -3.0059  -1.8527
O  -3.7992  -0.1906  -0.3864
O  -4.0724  1.4686  3.6058
C  0.6754  0.9129  1.8978
C  1.8307  0.7607  1.1604
C  0.5120  0.9974  -0.9033
C  -3.0768  -0.3535  0.5645
C  -4.1388  0.7609  2.6255
C  -2.1072  -2.3002  -0.3820
C  -5.4009  0.0560  2.2103
C  1.4658  1.0833  -3.3590
C  3.0711  0.6590  3.3759
C  0.2674  1.2221  -2.4054
C  -0.2464  2.6648  -2.5627
C  -0.6209  1.0907  -0.1035
C  1.7374  0.7699  -0.2525
C  -2.9599  0.5312  1.7561
C  -0.7940  0.2305  -2.9098
C  -0.7397  -4.2795  -2.2254
C  -0.5712  1.0231  1.2824
C  -0.6118  -2.6154  -0.5483
C  3.7680  -0.7871  1.4939
C  -1.7739  1.0857  2.0824
C  4.1353  1.7066  1.4076
C  3.1820  0.5869  1.8485
H  4.0637  0.5477  3.8075
H  5.0807  1.6169  1.9379
H  -0.0460  -1.7008  -0.3509
H  1.1201  1.3222  -4.3649
H  -1.7254  1.6266  3.0210
H  -1.1600  2.8294  -2.0003
H  0.5013  3.3719  -2.2076
H  3.7013  2.6779  1.6365
H  -5.2382  -1.0207  2.2188
H  -2.6917  -3.2007  -0.1664
H  -1.7422  0.3489  -2.3951
H  3.9578  -0.8689  0.4295
H  -1.5808  1.2683  -0.5589
H  -1.8303  -4.2972  -2.3168
H  -0.2953  -4.4979  -3.1945
H  2.4477  -0.1412  3.7681
H  0.7026  0.9039  2.9733
H  4.3349  1.6558  0.3432
H  -5.6645  0.3456  1.1953
H  1.8384  0.0590  -3.4040
H  -2.4957  -1.8292  -1.2920
H  3.0770  -1.5750  1.7876
H  -0.4286  -5.0416  -1.5018
H  4.7069  -0.9353  2.0227
H  2.6734  1.6181  3.6993
H  -0.3082  -3.3813  0.1788
H  2.2617  1.7929  -3.1339
H  -0.4517  2.8767  -3.6099
H  2.7166  0.4874  -1.8708
H  -6.2088  0.3098  2.8914
H  -0.4509  -0.7933  -2.7757
H  -0.9746  0.3957  -3.9701

=====

What is the gap between HOMO and LUMO in the first record? 6.80 eV

=====

Among the records above, which one has the highest gap between HOMO and LUMO? C3H6N2